1.
{"formula": "C2H6O", "method": "ωB97M-V/def2-TZVPD", "lumo_energy_ev": 1.036, "homo_ev": -10.62, "total_energy_ev": -4217.76839, "homo_lumo_gap_ha": 0.428, "relative_energy_kcal_mol": 16.1, "symbols": ["C", "C", "H", "H", "H", "H", "H", "H", "O"], "coordinates": [[-0.2360, 0.7829, 0.8221], [0.8461, 0.1339, 1.1790], [-0.4041, 1.0414, -0.2192], [-1.0488, 1.0863, 1.4805], [1.6224, -0.1461, 0.4843], [1.0261, -0.1228, 2.2037], [-0.8589, -1.1297, -1.2432], [-0.2543, -0.4320, -2.5253], [-0.6924, -1.2140, -2.1820]], "forces_ev_per_a": [[-0.9, 0.4, -0.7], [0.4, -0.1, 0.3], [0.1, 0.1, 0.0], [0.4, -0.2, 0.1], [0.0, 0.0, -0.2], [0.1, -0.1, 0.4], [0.2, 0.4, 0.2], [0.0, 0.1, 0.4], [-0.1, -0.5, -0.6]], "nbo_charge": [-0.395, -0.377, 0.181, 0.200, 0.197, 0.193, 0.478, 0.472, -0.949]}

***

2.
{"formula": "C2H6O2", "method": "ωB97M-V/def2-TZVPD", "lumo_energy_ev": 0.840, "homo_ev": -10.21, "total_energy_ev": -6265.46850, "homo_lumo_gap_ha": 0.406, "relative_energy_kcal_mol": 18.1, "symbols": ["C", "C", "H", "H", "H", "H", "H", "H", "O", "O"], "coordinates": [[-0.6230, 0.3705, -0.3493], [0.7727, 0.4051, 0.1851], [-1.4300, -0.8513, 0.9732], [-0.5820, 0.3230, -1.4590], [-1.1876, 1.2579, -0.0177], [0.8470, 0.5081, 1.3162], [1.4764, 1.2048, -0.1915], [0.6223, -1.5113, -0.2823], [-1.2824, -0.8096, 0.0210], [1.3865, -0.8973, -0.1958]], "forces_ev_per_a": [[-0.2, 1.2, -0.7], [2.4, -1.3, 0.7], [0.1, 0.2, -0.1], [-0.1, 0.3, 0.7], [0.1, -0.1, -0.3], [-0.5, -0.2, -1.1], [-1.1, -0.8, 0.0], [0.7, 0.5, 0.2], [-0.4, -0.8, 0.2], [-0.9, 1.1, 0.3]], "nbo_charge": [-0.103, -0.104, 0.472, 0.192, 0.170, 0.161, 0.198, 0.476, -0.723, -0.739]}

***

3.
{"formula": "C2H6O2", "method": "ωB97M-V/def2-TZVPD", "lumo_energy_ev": 0.896, "homo_ev": -8.11, "total_energy_ev": -6261.54181, "homo_lumo_gap_ha": 0.331, "relative_energy_kcal_mol": 108.7, "symbols": ["O", "C", "C", "O", "H", "H", "H", "H", "H", "H"], "coordinates": [[-1.2730, 1.2689, -0.2880], [-0.8515, -0.0826, -0.0674], [0.8058, -0.8736, 0.3397], [1.0247, 0.4728, -0.2577], [-1.0359, 1.5804, -1.1784], [-1.3268, -0.3180, 0.8567], [-1.0331, -0.6751, -0.9438], [1.2636, -0.8952, 1.3572], [1.4665, -1.5493, -0.2667], [1.0346, 1.1008, 0.4667]], "forces_ev_per_a": [[1.1, -0.6, 0.2], [-0.9, -2.2, 0.6], [-0.4, 2.5, -0.8], [3.6, 1.0, -0.3], [0.2, -0.4, 0.4], [-1.0, -0.5, 0.2], [-0.5, -0.3, 0.0], [-0.9, 0.1, -0.4], [-1.4, 0.2, 0.1], [0.1, 0.2, 0.0]], "nbo_charge": [-0.713, 0.055, -0.232, -0.746, 0.476, 0.177, 0.179, 0.157, 0.178, 0.470]}

***

4.
{"formula": "C2H6O2", "method": "ωB97M-V/def2-TZVPD", "lumo_energy_ev": 0.690, "homo_ev": -9.60, "total_energy_ev": -6265.19753, "homo_lumo_gap_ha": 0.378, "relative_energy_kcal_mol": 24.4, "symbols": ["C", "C", "O", "H", "H", "H", "H", "H", "H", "O"], "coordinates": [[0.9047, 0.8639, -0.6083], [1.2164, -0.0779, 0.2644], [0.2171, -0.7838, 0.8900], [1.6763, 1.4571, -1.0629], [-0.1365, 1.1501, -0.6481], [2.2080, -0.2578, 0.6421], [0.5813, -1.6178, 1.2020], [-2.3077, 0.5015, -0.4167], [-1.7567, -0.8537, -0.1149], [-2.6029, -0.3816, -0.1476]], "forces_ev_per_a": [[0.1, 0.1, 0.7], [-0.5, 0.2, 0.1], [0.2, -0.2, 0.0], [0.0, 0.2, -0.1], [0.0, 0.0, -0.6], [0.4, -0.3, -0.3], [-0.1, 0.0, 0.2], [-0.4, -0.2, 0.1], [-0.2, 0.0, 0.2], [0.5, 0.3, -0.3]], "nbo_charge": [-0.496, 0.133, -0.705, 0.215, 0.195, 0.173, 0.485, 0.458, 0.478, -0.938]}